Entry 1:
The following is a quantum chemistry calculation of a structure of composition C23H55BCrF4N2O16, from the OMol25 dataset.

As for the expectation value of S²: 6.01. Its multiplicity is 5. For the energy, the calculation gives -3691.31030 Ha. As for the relative energy (zero: lowest compared OMol25 entry of this formula, charge and spin): 0.0000 eV. As for the gap between HOMO and LUMO (alpha / beta): 8.104 / 7.919 eV. Its LUMO energy (alpha / beta) is -0.2201 / -0.2269 Eh. As for the net charge: +2.

CARTESIAN COORDINATES (ANGSTROEM)
Cr -1.509 3.176 2.106
N -0.205 0.866 5.242
H -0.662 1.192 6.103
H -0.448 1.493 4.465
H -0.551 -0.074 5.051
H 0.800 0.838 5.436
N -2.677 -0.964 2.698
H -2.001 -0.282 2.262
H -2.225 -1.417 3.485
H -3.068 -1.641 2.031
H -3.386 -0.315 3.090
C 0.069 -0.103 0.269
C 0.168 0.433 1.686
C 1.499 1.107 1.968
O -0.939 1.223 2.043
H 0.981 -0.545 -0.127
H -0.248 0.718 -0.384
H -0.730 -0.850 0.199
H 0.160 -0.445 2.379
H 1.527 2.039 1.395
H 2.344 0.482 1.690
H 1.569 1.399 3.022
B -3.905 1.917 3.506
F -4.628 2.586 4.427
F -2.662 1.464 4.102
F -4.599 0.845 2.917
F -3.501 2.764 2.376
C -4.493 -0.164 -0.844
C -3.462 0.894 -0.537
O -3.932 2.149 -1.047
C -3.229 3.213 -0.769
O -2.292 3.241 0.021
O -3.618 4.288 -1.399
C -4.438 4.220 -2.581
H -4.245 -1.108 -0.360
H -4.519 -0.329 -1.920
H -5.483 0.157 -0.521
H -2.512 0.640 -1.027
H -3.137 0.958 0.504
H -4.188 5.103 -3.158
H -5.478 4.245 -2.268
H -4.228 3.337 -3.178
C 0.609 3.280 -2.461
C 0.438 4.485 -1.566
O 1.498 4.512 -0.593
C 1.235 4.339 0.664
O 0.118 4.064 1.105
O 2.323 4.491 1.370
C 2.205 4.499 2.791
H -0.060 3.324 -3.320
H 0.394 2.368 -1.902
H 1.626 3.235 -2.850
H -0.541 4.444 -1.091
H 0.453 5.428 -2.108
H 1.658 5.375 3.134
H 3.212 4.544 3.191
H 1.746 3.568 3.120
C 4.507 -0.082 -2.313
C 4.144 0.798 -1.151
O 4.937 1.974 -1.061
C 6.143 1.831 -0.496
O 6.591 0.811 -0.057
O 6.736 3.009 -0.487
C 8.140 2.973 -0.164
H 5.548 -0.400 -2.236
H 4.362 0.374 -3.294
H 3.901 -0.992 -2.321
H 4.187 0.208 -0.229
H 3.106 1.135 -1.210
H 8.312 2.506 0.800
H 8.463 4.008 -0.181
H 8.660 2.430 -0.952
C 1.440 -2.970 -5.626
C 0.829 -3.788 -4.516
O 1.852 -4.301 -3.630
C 2.073 -3.634 -2.505
O 1.408 -2.709 -2.096
O 3.102 -4.120 -1.825
C 3.920 -5.174 -2.375
H 0.618 -2.623 -6.262
H 1.995 -3.613 -6.311
H 2.034 -2.142 -5.255
H 0.278 -4.669 -4.843
H 0.105 -3.204 -3.945
H 4.462 -5.572 -1.523
H 4.639 -4.717 -3.052
H 3.321 -5.940 -2.848
C -5.501 -6.256 2.006
C -4.779 -4.978 1.681
O -3.422 -5.295 1.336
C -2.608 -4.310 1.018
O -2.943 -3.137 0.945
O -1.432 -4.807 0.686
C -0.421 -3.904 0.306
H -5.033 -6.840 2.796
H -5.511 -6.885 1.116
H -6.516 -5.998 2.301
H -4.762 -4.272 2.518
H -5.307 -4.466 0.874
H 0.047 -3.399 1.154
H -0.805 -3.135 -0.366
H 0.351 -4.428 -0.245



Entry 2:
The following is a quantum chemistry calculation of an isolated molecule of C3H4N2, from the OMol25 dataset.

For the energy, the calculation gives -226.10498 Ha. As for the relative energy (zero: lowest compared OMol25 entry of this formula, charge and spin): 3.2710 eV. As for the gap between HOMO and LUMO: 9.579 eV. Its LUMO energy is 0.0080 Eh. As for the net charge: 0.

CARTESIAN COORDINATES (ANGSTROEM)
C -0.581 -0.268 0.021
C 0.801 -0.249 0.245
C 2.049 -0.127 -0.092
H -0.135 1.731 -0.109
H -1.909 1.637 0.086
H -0.868 -2.103 0.036
H 3.063 -0.421 -0.126
N -1.010 1.092 -0.012
N -1.409 -1.293 -0.047



The lowest energy belongs to which entry?
C23H55BCrF4N2O16